Below is a structure of composition C32H27ClN6O8Rb, with properties calculated with ωB97M-V/def2-TZVPD.

Structure (XYZ):
```
75
Properties=species:S:1:pos:R:3:lowdin_charge:R:1
Rb -0.40751 -0.19086 -0.18042 0.97
Cl 0.69479 -0.00652 7.30430 0.79
O -1.81320 0.88223 1.70797 -0.19
O -2.68468 2.65954 5.59891 0.10
O 0.40361 -3.01570 -0.85235 -0.18
O 0.70167 -1.14023 -2.50375 -0.49
O 0.22844 3.23701 -7.07764 0.07
O -2.58346 2.40587 3.15912 0.01
O -1.53658 2.44091 -8.00408 0.07
O -1.69554 1.80688 7.38755 0.03
N 0.11724 0.14574 3.50248 0.16
N -0.79949 2.58711 -7.04646 -0.34
N -2.28677 -0.13554 -2.36154 0.07
N 0.76694 -0.19226 4.63646 -0.08
N -0.71448 2.05696 -2.12271 0.09
N 2.73500 -0.45297 0.56171 0.11
C 2.98144 -2.89664 3.48274 -0.07
C 0.03492 3.60264 -4.30900 0.00
C -1.09721 1.70319 -3.36053 -0.15
C 4.15444 -1.60252 5.13345 -0.09
C -0.72085 2.43201 -4.50994 -0.06
C 5.29427 -0.23945 1.60964 -0.08
C -1.84018 1.45190 2.80515 -0.60
C 0.15874 0.34235 5.72516 -0.58
C 3.00045 0.37852 1.56744 -0.14
C 0.39450 3.95890 -3.03693 -0.04
C 1.90205 -1.04563 4.54786 -0.21
C 0.00888 3.13994 -1.97005 -0.11
C -1.95986 0.84496 -5.90190 0.06
C -1.18155 1.94045 -5.78474 -0.08
C -0.88668 0.91950 3.87210 -0.11
C -2.35511 0.10609 -4.75146 -0.14
C -0.91112 1.09211 5.28613 -0.05
C -1.83394 1.85655 6.18156 -0.53
C 3.04815 -0.78169 5.28446 -0.05
C 1.86004 -2.09939 3.64767 -0.01
C 4.26122 0.52815 2.12247 -0.07
C -3.48547 -1.71838 -3.70876 -0.03
C -3.01967 -1.21643 -2.48245 -0.10
C 3.39083 -2.13295 -1.05969 -0.13
C 5.02456 -1.11252 0.57157 -0.03
C 1.41726 -3.31748 0.06505 -0.32
C 4.12479 -2.65506 4.23065 -0.09
C 1.30594 -0.69783 -3.64428 -0.34
C 2.79910 -3.46366 -0.56250 -0.16
C -1.93556 0.52063 -3.47927 -0.16
C 3.72843 -1.19520 0.06312 -0.27
C -3.15198 -1.04781 -4.85109 0.00
H -3.25971 -1.73942 -1.56208 0.12
H -2.63585 2.59546 4.55171 0.03
H 5.05167 -1.40178 5.70491 0.10
H 0.33561 4.20566 -5.14947 0.10
H 3.07221 0.06494 5.95424 0.09
H 5.80593 -1.72684 0.14185 0.11
H 2.65810 -1.64898 -1.71178 0.09
H 4.99936 -3.27928 4.09742 0.10
H -2.27336 0.51841 -6.88336 0.13
H 2.96008 -3.70462 2.76271 0.10
H 6.29630 -0.15844 2.01376 0.10
H -3.48012 -1.38768 -5.82602 0.12
H 1.81769 0.28331 -3.52289 0.06
H 0.68116 -2.33656 -1.57232 0.00
H 0.59589 -0.55080 -4.49105 0.05
H 0.29988 3.38671 -0.95385 0.12
H 4.41806 1.21920 2.93939 0.10
H 3.48235 -3.91954 0.16492 0.10
H 1.47698 -2.56331 0.86291 0.07
H 2.08194 -1.38423 -4.04666 0.06
H 4.29681 -2.33834 -1.63523 0.11
H 0.97430 4.85321 -2.85467 0.11
H -4.08404 -2.61817 -3.73069 0.11
H 1.14415 -4.26489 0.54805 0.11
H 2.15839 0.94463 1.95236 0.10
H 2.71756 -4.15140 -1.40889 0.12
H 0.96162 -2.26257 3.06936 0.11
```

Calculated values
- E: -2650.44578 hartree
- Charge: -1
- Relative energy (zero: lowest compared OMol25 entry of this formula, charge and spin): 41.5 kJ/mol
- Strongest force on any atom: 0.81 eV/Å
- HOMO-LUMO gap: 6.1 eV



Below is a structure of composition C32H27IN3O3PS2V, with properties calculated with ωB97M-V/def2-TZVPD.

Structure (XYZ):
```
70
Properties=species:S:1:pos:R:3:lowdin_spin:R:1
I -3.15121 2.46639 3.02794 0.00
V -0.23907 0.33854 -0.21286 1.17
S -0.13699 0.75715 -4.48530 0.01
S 0.12347 2.15230 -1.67839 -0.12
P 2.21786 0.07376 -0.09833 -0.03
O -1.33692 -2.47613 2.02713 -0.01
O -0.40708 -1.38121 0.31749 -0.03
O -0.26264 1.22469 1.51203 0.01
N -2.49470 0.08064 -0.02520 -0.01
N -0.18716 0.29248 3.54718 0.01
N -0.25353 -0.32434 -2.16104 -0.01
C -0.73621 -3.62938 -3.74884 0.00
C 2.88043 -0.51684 -1.67879 0.00
C -0.10375 0.81926 -2.77829 0.02
C -3.95116 -1.46890 1.11754 0.00
C 4.77568 3.69377 1.06475 0.00
C 2.89187 -3.13082 3.10242 0.00
C -3.41965 1.99868 -1.17313 0.00
C -0.42156 -1.38522 -3.03879 0.00
C 2.67286 -3.50498 1.78375 0.00
C 2.60332 2.75029 0.66472 0.00
C 2.77816 -0.81312 2.46964 0.00
C -5.81955 2.28652 -1.24457 0.00
C 2.94397 -1.78600 3.44475 0.00
C -6.00343 1.15283 -0.51170 0.00
C -3.57906 0.81228 -0.42306 0.00
C -0.59681 -2.72913 -2.71219 0.00
C -0.46029 1.30510 2.75338 0.01
C 2.49784 -2.53856 0.80642 0.00
C -0.38266 -0.97044 -4.37810 0.00
C 4.57635 1.38417 0.43313 0.00
C -4.89229 0.38927 -0.07587 0.00
C -4.51370 2.71165 -1.57119 0.00
C 3.18738 1.52163 0.36977 0.00
C -0.52501 -1.88383 -5.41744 0.00
C 5.36442 2.46867 0.77576 0.00
C -0.70223 -3.21210 -5.08409 0.00
C 3.39762 3.83357 1.01282 0.00
C -5.05420 -0.76975 0.70697 0.00
C -1.03587 2.55309 3.32687 0.00
C -1.45950 -1.72428 1.11190 0.00
C -2.70171 -1.00014 0.70427 0.00
C 2.55895 -1.18751 1.14313 0.00
H 6.43962 2.35898 0.81759 0.00
H 3.94373 -0.73307 -1.57747 0.00
H -0.84625 2.65577 4.39001 0.00
H -6.99742 0.81567 -0.24668 0.00
H -6.05175 -1.09166 0.97834 0.00
H -6.66828 2.86820 -1.57689 0.00
H 2.63765 -4.55209 1.51525 0.00
H -0.81579 -3.94513 -5.87079 0.00
H 5.04675 0.43020 0.22443 0.00
H -4.00648 -2.35699 1.73011 0.00
H 2.94050 4.78847 1.23585 0.00
H -4.38086 3.62059 -2.14295 0.00
H -0.35658 0.34756 4.53949 0.00
H 3.13538 -1.49250 4.46876 0.00
H 2.36064 -1.41653 -2.00514 0.00
H 3.02993 -3.88823 3.86225 0.00
H 2.74759 0.26750 -2.42476 0.00
H -0.61909 -3.04572 -1.67874 0.00
H -0.66072 3.41448 2.78341 0.00
H -2.42671 2.34024 -1.41715 0.00
H -0.49666 -1.56698 -6.45092 0.00
H 1.52968 2.87069 0.62460 0.00
H -0.87485 -4.67917 -3.52925 0.00
H 5.39516 4.54015 1.32917 0.00
H 2.31545 -2.84772 -0.21539 0.00
H 2.84758 0.23398 2.74034 0.00
H 0.18961 -0.57074 3.16990 0.00
```

Calculated values
- E: -4004.69892 hartree
- Charge: +2
- Relative energy (zero: lowest compared OMol25 entry of this formula, charge and spin): 13.8 kJ/mol
- 2S+1: 2
- Strongest force on any atom: 0.61 eV/Å
- HOMO-LUMO gap (alpha / beta): 6.0 / 7.1 eV
- ⟨S²⟩: 0.818



Below is a structure of composition C32H27IrN5O4PS2, with properties calculated with ωB97M-V/def2-TZVPD.

Structure (XYZ):
```
72
Properties=species:S:1:pos:R:3:lowdin_charge:R:1
Ir 0.84457 -0.81416 0.89258 1.33
S 0.56049 -0.62881 5.48128 1.19
S 5.31045 -1.82501 1.40241 1.19
P 0.50387 -0.83965 -1.49256 1.00
O -5.06054 2.70856 0.76532 0.09
O 0.95813 1.22793 1.23651 -0.09
O -5.13240 4.80766 1.25772 0.12
O -0.92962 0.19770 0.99428 -0.16
N -4.55362 3.75852 1.10626 -0.35
N 0.81699 -0.89473 2.98703 -0.08
N 2.83611 -1.33150 1.24091 -0.09
N -0.52232 -2.18677 -1.50648 -0.08
N -0.01408 -2.69380 0.72392 -0.06
C 4.46974 -1.54777 2.85701 -0.29
C -0.35931 3.74570 1.64763 0.02
C -0.31861 1.31025 1.20844 -0.56
C -1.58899 -0.69587 3.75311 -0.04
C -0.68219 -3.00063 -0.40194 -0.34
C 2.35215 -0.53280 -3.70330 -0.08
C -0.96439 -4.62091 1.78558 -0.03
C 3.88842 -1.59263 0.50129 -0.60
C 0.13706 1.89038 -1.68322 -0.10
C 0.26787 -0.37818 -5.52127 -0.04
C -0.10531 -0.72429 3.91311 -0.58
C -0.00394 -0.56974 -4.17986 -0.09
C 3.16691 -1.29679 2.59365 -0.30
C -1.92358 3.02731 -2.18221 -0.05
C -2.44086 4.94483 1.58507 0.04
C 1.04290 -0.64341 -3.25258 -0.31
C -1.66828 -4.92619 0.61892 -0.01
C -1.05992 4.93396 1.74939 -0.02
C -1.04683 2.55703 1.39478 -0.13
C -2.60531 1.81777 -2.11071 -0.05
C -0.55467 3.06210 -1.96165 -0.05
C -0.16353 -3.51367 1.79351 -0.10
C 3.88988 -1.65983 -0.97675 -0.08
C -3.09176 3.75213 1.32922 -0.11
C -1.91467 0.64731 -1.83369 -0.10
C -0.53952 0.67652 -1.63114 -0.39
C 2.61621 -0.31218 -5.05013 -0.05
C -1.52194 -4.11595 -0.47818 0.02
C 1.57854 -0.23563 -5.96031 -0.04
C 2.08931 -1.00871 3.52943 -0.31
C 2.13455 -0.86983 4.87358 -0.28
C -2.42677 2.54867 1.23680 0.07
H -2.31598 -5.79096 0.57369 0.13
H -0.01964 4.00142 -2.01170 0.12
H -0.53710 5.85853 1.94939 0.12
H -3.01342 5.85942 1.64798 0.13
H -2.45972 3.94002 -2.40652 0.12
H 0.71680 3.72828 1.75674 0.13
H 3.64079 -0.21215 -5.38118 0.12
H 4.96172 -1.58393 3.81447 0.10
H 2.99395 -0.91560 5.52146 0.10
H 0.42030 -3.25834 2.66412 0.11
H 3.52996 -0.70490 -1.35030 0.05
H -2.97407 1.64214 1.02783 0.13
H 4.89320 -1.82616 -1.36337 0.10
H -2.00893 -1.60153 4.19475 0.10
H 1.78421 -0.06819 -7.00864 0.12
H -0.83208 -2.57846 -2.38527 0.12
H -2.04888 -4.31444 -1.40119 0.13
H -3.67431 1.78436 -2.27611 0.12
H -1.88513 -0.64320 2.71291 0.07
H 1.21110 1.93229 -1.53094 0.12
H -0.55171 -0.32311 -6.22486 0.12
H -1.03126 -5.24059 2.66707 0.12
H 3.19056 -0.61176 -3.03537 0.06
H -2.45679 -0.29007 -1.77065 0.11
H -2.01076 0.15434 4.28920 0.10
H 3.24356 -2.46161 -1.33752 0.10
H -1.03757 -0.63069 -3.86878 0.10
```

Calculated values
- E: -3051.97133 hartree
- Charge: +2
- Relative energy (zero: lowest compared OMol25 entry of this formula, charge and spin): 0.0 kJ/mol
- Strongest force on any atom: 2.27 eV/Å
- HOMO-LUMO gap: 8.5 eV



Below is a structure of composition C32H28AsCl3FMnN3O13S, with properties calculated with ωB97M-V/def2-TZVPD.

Structure (XYZ):
```
83
Properties=species:S:1:pos:R:3:lowdin_spin:R:1
As 0.25106 -4.74973 0.06668 0.00
Mn 1.99860 -1.76219 -0.70247 3.95
Cl 5.39839 -4.30549 -4.34881 0.00
Cl 5.58556 -2.60700 -2.10948 0.00
Cl -2.78326 -4.09014 -6.53652 0.00
S 3.76336 -4.37319 0.61582 0.00
F -3.51928 1.23987 0.55259 0.00
O 1.16874 -0.40766 0.96765 0.01
O 5.11532 -4.44982 1.07752 0.00
O 4.75364 1.49552 0.11413 0.00
O -0.74520 -3.87292 1.24317 0.00
O 2.58831 -2.09412 -2.63263 0.04
O 3.42160 -0.23291 -0.57411 -0.05
O 2.52245 -3.42181 -4.48595 0.00
O -1.72034 -1.67766 -0.53573 0.00
O 0.12338 -0.66968 -1.43632 0.02
O 3.27655 -2.92255 0.63432 0.02
O -0.21632 -6.13346 -0.82510 -0.02
O 0.94414 -3.45991 -0.77765 -0.02
O 3.46901 -5.10439 -0.61849 0.00
N -5.00284 4.88758 3.28703 0.02
N -3.46398 4.08266 0.89162 0.04
N 1.39166 3.70456 0.90178 0.00
C -3.36598 5.42768 0.26135 0.12
C 2.74507 -5.16908 1.82887 0.00
C -1.22212 1.10603 0.95365 0.00
C 0.75995 -6.41518 2.43596 0.00
C 1.23719 0.83760 0.84223 0.00
C 2.64461 5.80144 0.33043 0.00
C -3.00341 6.47114 1.18126 0.69
C -1.01357 -1.50413 -4.00854 0.00
C -1.04936 3.85288 0.98640 0.00
C 2.74758 -6.61404 3.79209 0.00
C 0.13455 3.09615 0.94363 0.00
C -4.80334 3.60055 1.18185 0.00
C 1.57524 5.10791 1.12754 0.00
C -0.90660 -1.41504 -1.48180 0.00
C -2.34447 3.28777 0.95652 0.00
C -2.35393 1.84983 0.91477 0.00
C -5.64855 4.55405 2.03595 0.00
C 1.44823 -6.99565 3.49839 0.00
C -2.12871 -3.36093 -5.12363 0.00
C 3.40837 -5.69217 2.95698 0.00
C -1.47578 -2.10313 -5.17307 0.00
C 3.04516 -2.99578 -3.44358 0.01
C 2.46059 1.56478 0.60043 0.00
C 4.46770 -3.63570 -3.02338 0.00
C 1.38697 -5.46579 1.58928 0.00
C -1.25385 -2.10976 -2.76263 0.00
C -2.21278 -4.03186 -3.87826 0.00
C 1.20038 6.08078 0.02705 0.00
C 3.63999 0.90364 0.02684 0.00
C -1.82808 -3.42072 -2.69939 0.00
C 0.05896 1.67830 0.92602 0.00
C 2.50762 2.92173 0.77848 0.00
H -1.00543 4.92532 1.03061 0.00
H 3.13605 6.59293 0.89366 0.00
H -5.39794 3.42591 0.28370 0.00
H -4.33608 5.60957 -0.22199 0.00
H -1.27741 -1.67983 -6.15656 0.00
H -2.15707 6.43016 1.90119 0.04
H -4.72436 2.61456 1.69195 0.00
H -0.45116 -0.56376 -4.07156 0.00
H -2.60135 -5.04318 -3.87802 0.00
H -1.34521 0.03072 0.93508 0.00
H 3.46665 3.44134 0.74570 0.00
H -5.92343 5.44124 1.43687 0.00
H -4.07010 5.28241 3.11547 0.01
H 1.40834 5.56030 2.10158 0.00
H 0.91421 -7.73734 4.08494 0.00
H -0.28751 -6.65586 2.25225 0.00
H -6.58653 4.00116 2.27219 0.00
H -5.55962 5.52762 3.83560 0.00
H 0.87568 7.07496 0.39793 0.00
H 4.25192 -4.45709 -2.30007 0.00
H -1.10511 -3.01639 0.82682 0.00
H 4.46052 -5.38966 3.07768 0.00
H 3.28292 -7.05594 4.64997 0.00
H -3.62812 7.36917 1.22328 0.04
H 3.18201 5.13310 -0.35564 0.00
H -2.60921 5.23427 -0.52757 0.03
H 0.78063 5.56241 -0.82461 0.00
H -1.87141 -3.94696 -1.77117 0.00
```

Calculated values
- E: -7644.10131 hartree
- Charge: -2
- 2S+1: 6
- Strongest force on any atom: 3.32 eV/Å
- HOMO-LUMO gap (alpha / beta): 6.1 / 6.1 eV
- ⟨S²⟩: 8.855